H6O3 | ωB97M-V with the def2-TZVPD basis set

Cartesian coordinates (Å):
1 O 1.62909 0.40875 1.54727
2 H -0.17403 -2.55113 -1.50437
3 O -0.45505 -1.91836 -0.84341
4 O -1.20870 2.28843 -0.77214
5 H -1.02923 2.81203 0.00880
6 H 2.53240 0.12068 1.41581
7 H 1.10109 -0.23224 1.07127
8 H -1.23672 -2.30975 -0.45350
9 H -1.15886 1.38162 -0.46975

Calculated values
HOMO energy: -11.25 eV
strongest force on any atom: 0.4 eV/Å
structure (SMILES): O.O.O
energy relative to the best compared isomer or geometry (same formula, charge and spin): 0.525 eV
electronic energy: -229.305787 Ha

C28H40AlCl4CsF2MgN2O11V | ωB97M-V with the def2-TZVPD basis set

Cartesian coordinates (Å):
1 Al 0.24090 3.60332 3.26855
2 H 0.80923 -4.47602 -1.82930
3 O 0.76791 2.09357 0.31576
4 H 2.37375 1.06147 -1.23999
5 H -5.33359 1.32048 -4.10804
6 C 0.76754 2.51538 -1.03468
7 H -0.76675 -0.57408 1.94415
8 H -4.27312 -3.12357 -0.32130
9 O -5.49604 2.32154 -1.89204
10 C 2.66247 3.77797 2.90151
11 H 2.09784 -3.71970 1.04483
12 C -2.58306 -1.61508 -2.85495
13 C -7.82927 -4.60471 -1.67153
14 H 2.60876 2.55250 -2.22758
15 O -1.86534 1.52117 0.85839
16 H -0.85785 -4.52172 0.50860
17 C -0.67428 -2.95459 -1.65413
18 H -0.21782 2.23754 -1.45336
19 H 3.71388 5.22892 4.10540
20 N -1.37053 -1.42785 -3.42550
21 C -6.68626 1.65982 -2.45891
22 Cl 7.40968 2.20291 5.76818
23 N -1.84046 -3.06869 -1.10613
24 H -7.33781 2.50069 -2.85665
25 H 0.57890 -5.53808 0.13656
26 C -4.12396 -2.49521 -1.19602
27 Mg 1.49751 2.57644 -4.26656
28 C 3.81513 4.74701 3.13040
29 H 4.50483 2.64311 4.91403
30 C -7.55754 0.87778 -1.40263
31 H 12.46867 3.36717 3.97864
32 H -7.21107 1.16139 -0.36335
33 H 11.79167 1.89248 4.57555
34 Cl 9.32506 1.27297 3.79766
35 Cs -5.50818 3.70521 -0.55054
36 C 0.20178 -4.44959 0.25580
37 H 1.01712 -4.43098 2.26975
38 H -8.59863 1.21971 -1.45283
39 H 12.88684 2.80690 5.58173
40 H 5.29014 3.54224 2.11489
41 H -5.17863 2.89434 -2.63872
42 H -7.57507 -0.20184 -1.53927
43 H 2.48902 3.60058 1.82629
44 Cl 6.22051 0.23737 2.77929
45 H 1.72995 4.14256 3.35507
46 O -5.19555 2.00808 1.57720
47 C 12.01833 2.96456 4.91566
48 H 2.70357 -0.34067 -2.94934
49 C 4.42040 2.57161 3.82615
50 H 0.52555 1.15162 0.29095
51 O -7.66286 -6.37486 -0.13377
52 C -0.46341 -2.11728 -2.79286
53 H -7.00860 0.95910 -4.46410
54 C 9.01816 1.56799 5.49314
55 C -4.96690 -1.08831 -2.96511
56 Cl 1.02659 -7.36488 0.57207
57 O 11.00029 3.60296 5.40405
58 O 1.09518 -0.83912 -4.15093
59 C -6.23200 0.83813 -3.69671
60 H 5.87947 4.18683 3.65023
61 H 1.38395 -3.09451 -0.89732
62 H 4.89076 1.63138 3.49225
63 H 0.84671 3.60593 -1.11307
64 C 1.94302 0.06017 -3.63004
65 C -3.72208 -0.98599 -3.45351
66 C 0.43859 -2.47945 1.57968
67 F -3.52773 -0.28163 -4.57004
68 O -8.92727 -6.65610 -1.97145
69 H -8.74290 -4.01808 -1.76434
70 C 5.00433 3.79150 3.14044
71 H -7.17120 -4.11866 -0.95705
72 C 1.87064 1.78031 -1.89373
73 H 1.11084 -2.87492 -3.99136
74 C -0.17230 -1.46432 1.79098
75 O -6.11663 -0.56902 -3.49647
76 O 1.17068 1.17618 -3.02953
77 C 0.50427 -3.72919 -1.07264
78 C -8.17702 -6.02528 -1.21250
79 F -6.34706 -2.07795 -1.26158
80 C -5.14318 -1.88542 -1.78499
81 V -3.53219 1.75397 1.22679
82 H -7.33018 -4.64764 -2.63963
83 H 9.76571 2.32092 5.84662
84 O 3.00503 2.55710 3.48489
85 H 9.13147 0.63887 6.04422
86 H 1.71780 -2.06668 -2.53212
87 H 3.87552 5.52696 2.37258
88 C 1.05667 -3.79474 1.38019
89 C 0.96907 -2.00698 -3.32755
90 C -2.82588 -2.38336 -1.72594
91 H 2.50843 0.50799 -4.49740

Calculated values
net charge: +3
HOMO energy: -12.99 eV
strongest force on any atom: 16.3 eV/Å
electronic energy: -5473.242055 Ha

C56H117N6O8 | ωB97M-V with the def2-TZVPD basis set

Cartesian coordinates (Å):
1 C -0.66221 2.65755 -3.24021
2 C 7.49890 1.35790 -0.61421
3 N 2.91243 -2.67491 -4.22562
4 H -2.28397 -4.28500 4.53103
5 H -3.12291 -2.85801 4.81490
6 H 2.69058 -5.63224 -3.89233
7 C -2.90863 5.13969 5.13769
8 C 6.59021 2.49176 -1.13458
9 H -3.23652 5.75335 5.97676
10 C -0.02094 4.85070 -4.65010
11 H 1.50924 1.53311 -7.51555
12 H -6.51112 -4.97253 -1.21124
13 H 0.21537 2.59283 -2.59696
14 H -7.43095 -5.10753 0.42980
15 H 4.89311 -4.94599 -4.37993
16 H 1.23136 -1.29292 5.50712
17 H -2.57020 -1.62857 -1.13249
18 H -0.25849 -3.28879 7.97493
19 O -1.66801 4.59475 2.68043
20 H -1.82909 5.27643 5.07463
21 C -3.04621 7.01783 3.47730
22 H 5.38097 -0.60956 -0.38576
23 H 3.88932 -5.04114 -1.72877
24 C -1.04195 4.16041 -3.72952
25 O 0.57904 -0.68001 5.16010
26 O -0.70733 0.67970 1.00435
27 H -0.21120 6.85358 -5.59994
28 C -4.51968 -5.96090 0.62245
29 C 0.08542 -2.25724 7.89937
30 H 4.71966 4.31968 -1.90913
31 C -2.91548 -5.19832 -1.11045
32 C -2.46162 -3.59727 6.55662
33 H 4.77815 -0.66336 -3.55181
34 H -5.97997 -3.55703 2.40896
35 H -4.06597 4.95461 -0.41236
36 H -7.00160 -3.59523 -0.22706
37 N 0.28712 3.90353 -5.75251
38 H 1.53234 -0.29141 -0.89172
39 H -0.13567 0.88917 -4.18800
40 C 4.57015 -2.98632 -2.42391
41 O 3.78726 2.16263 1.27889
42 H -4.00074 6.26478 0.75175
43 H 0.08472 -4.34277 4.07099
44 C -0.34015 1.91240 -4.50309
45 C 4.37114 -2.80633 -3.92938
46 H -1.84743 -2.96910 -1.85065
47 H -5.00227 -4.41384 -2.59380
48 C 7.12390 0.85269 0.78820
49 C -2.19910 -3.36033 5.10187
50 C 5.05764 2.47470 -0.69923
51 C -3.52241 -3.83087 -1.02344
52 C -1.16512 -2.29167 3.29883
53 H 5.55550 -3.42642 -2.27060
54 H 6.16347 -0.37566 3.00005
55 C 1.93697 -3.51321 -3.61458
56 H 0.29762 -1.68060 -0.43760
57 H 7.73862 1.43599 1.47373
58 C -5.16146 3.96790 1.99326
59 H 1.93207 -2.76176 -1.49131
60 H 3.35674 2.09426 -1.64436
61 H 7.39225 -0.19891 0.88918
62 H -1.69710 -3.03191 2.70122
63 C 0.52345 -0.64015 -0.67125
64 H 6.77017 2.72913 -2.18309
65 C -2.24266 -2.17048 7.27803
66 H -4.76951 -6.44483 -1.36716
67 H 0.76020 5.77502 -2.91800
68 C -5.04883 5.49322 3.89705
69 H -5.22149 4.59813 4.49463
70 H 0.95513 -5.33683 -3.98597
71 H 0.28895 -2.41405 -4.72132
72 H -2.16024 2.81545 0.83352
73 C 0.74333 2.52146 -5.42940
74 H 7.47227 0.61746 -1.41368
75 H -5.57981 6.13198 2.04795
76 H 5.58352 -1.33872 1.12140
77 N 5.00934 2.11702 0.77302
78 C 0.41869 0.19047 0.67070
79 C -0.82450 -2.66349 4.75877
80 H 1.82513 5.93680 -4.33854
81 H -1.28699 0.63754 6.99256
82 H 1.77356 4.54137 -3.24889
83 C -0.85195 -0.07673 7.69160
84 H -3.32418 -7.23938 -0.83340
85 H 1.81520 -4.77671 -5.32313
86 C -3.20650 2.85646 1.13646
87 H 4.47982 -2.07156 -1.83812
88 H -0.45031 -3.48193 -3.65735
89 H 2.27181 2.50284 -3.72202
90 C -2.42607 -2.69643 -0.96808
91 H -5.70461 3.89073 1.05139
92 H -3.43124 2.03006 1.81074
93 H -1.48291 0.04648 8.57185
94 H 6.12563 -1.47166 -4.09047
95 H 4.05498 -0.45409 0.79639
96 H 5.00506 -3.99701 -5.80216
97 C 5.69392 0.88103 1.17274
98 C -3.90295 -6.32307 -0.71725
99 H 2.60648 1.50129 -4.98506
100 H -5.53240 3.18370 2.65322
101 H -3.20850 7.76797 4.25129
102 H 0.94159 0.52527 -6.37010
103 H -1.59066 6.00909 -5.80492
104 N -0.60349 -1.33261 5.47350
105 H -6.91163 5.14010 2.74505
106 H -1.96852 -1.55600 3.26103
107 H -3.48152 -3.97794 6.61127
108 C 5.13707 -0.45510 0.66532
109 H -1.33437 4.74464 -2.85701
110 O 1.22593 0.14629 1.60075
111 H -1.98266 6.99423 3.23979
112 C -3.62228 5.26622 0.53322
113 H 0.01947 -1.88792 8.92277
114 H 0.44009 -2.03207 -3.07386
115 C -6.66870 -4.63241 -0.18772
116 N -2.97717 4.51494 2.91289
117 H 3.63939 -3.81979 -0.63960
118 C 1.16438 5.26401 -3.79184
119 H -1.62530 5.34426 2.08210
120 H 0.41722 4.63022 -7.35388
121 H -3.67696 7.45217 2.70166
122 C 2.19764 -3.66648 -2.03820
123 C -4.28658 -3.64810 -2.29459
124 C -3.66867 4.25393 1.71724
125 C 4.54392 3.87086 -0.93148
126 H -4.58563 -4.51186 2.73186
127 H -1.58749 2.23609 -2.84738
128 H -4.57102 -1.92163 0.94253
129 H 1.37905 -3.27180 4.56773
130 O 2.65348 -2.49185 -5.50782
131 C 5.15190 -3.94441 -4.72337
132 H -2.72735 -5.53425 -2.13018
133 H 3.47345 4.06986 -0.88072
134 C 5.73892 0.58766 2.71744
135 H 7.05251 3.37857 -0.70104
136 H 2.94352 -3.33680 -5.85929
137 H 3.32895 1.41481 0.88860
138 C 0.39836 -3.65203 4.85368
139 C 1.93318 -4.93535 -4.25121
140 H -2.60156 5.51875 0.24603
141 H 0.20473 0.17408 7.78441
142 C -5.27030 -4.61436 0.62015
143 H -3.17883 4.10360 5.34169
144 H 6.29640 1.35623 3.25280
145 H -4.88169 -2.73816 -2.21746
146 C 2.19105 2.49352 -4.80898
147 H -1.74350 -2.93550 -0.15259
148 H 1.14239 -2.13084 7.66498
149 H -5.27606 -6.74388 0.67653
150 H 4.84609 1.60890 -2.57588
151 H -3.69679 -3.45265 -3.19016
152 C -0.80623 6.11981 -5.05624
153 H -3.82067 -6.23203 1.41365
154 H -2.49693 -2.17547 8.33795
155 H -3.02322 -1.55083 6.83659
156 H 1.51997 -4.43755 -1.67173
157 H -2.00462 4.11355 -4.23861
158 C 0.75126 1.53557 -6.73225
159 H 2.74486 3.24923 -5.36603
160 C 5.04573 -1.46654 -4.23839
161 H 4.89297 -1.15945 -5.27302
162 C -0.91735 -1.41628 7.06083
163 C -3.52348 5.54671 3.84007
164 C -5.83234 5.25836 2.64889
165 H -2.08096 -5.24478 -0.41080
166 H 4.97436 4.58013 -0.22454
167 O -5.04314 -2.30687 0.20071
168 C -5.48293 -4.48110 2.11378
169 C 0.45657 -2.88478 -3.75261
170 C 3.66633 -3.97425 -1.71826
171 H 8.56906 1.55729 -0.55864
172 H -0.28715 -1.95475 2.74768
173 N -4.33671 -3.56738 0.21671
174 H 6.20132 -3.95391 -4.42892
175 H 4.07746 0.54912 -1.38767
176 H -1.26587 6.55707 -4.16989
177 H -0.11681 -0.32179 -1.49395
178 H -1.87529 -4.43082 6.94332
179 H -3.71632 2.76908 0.17700
180 H -5.54589 6.34772 4.35625
181 C 4.32054 1.58568 -1.62122
182 H 4.71190 0.37952 3.01746
183 H -1.18531 1.73797 -5.16897
184 H -6.06824 -5.33498 2.45495
185 O 1.10405 4.43127 -6.71335
186 H 0.45998 -4.27427 5.74649
187 H -0.16562 1.74254 -7.28415

Calculated values
net charge: -1
HOMO energy: -3.78 eV
strongest force on any atom: 5.3 eV/Å
energy relative to the best compared isomer or geometry (same formula, charge and spin): 8.601 eV
electronic energy: -3133.846686 Ha

C26H31F5N5PtSSi2 | ωB97M-V with the def2-TZVPD basis set

Cartesian coordinates (Å):
1 H -1.28773 -0.33576 3.83386
2 H -0.39963 -3.99714 1.31903
3 Si -2.61738 1.21450 1.04333
4 H 2.78331 1.49067 1.78849
5 H -3.76168 -1.82465 2.27278
6 C 0.30015 -2.85306 -3.19554
7 H 2.67571 1.28696 4.24658
8 H 0.38350 -2.63179 2.10163
9 C 3.66550 4.04295 -1.88597
10 F 4.51418 4.97929 -2.28376
11 C 1.89567 -1.89535 -1.44099
12 F 2.37820 0.88129 -3.02227
13 F 1.42545 3.42346 0.85538
14 S -0.86920 1.95876 -1.80176
15 C -3.52992 0.98425 2.67401
16 H -3.59299 -2.14995 -0.68695
17 C -2.57678 -2.54533 -0.64268
18 N -0.04094 -0.72525 -2.01317
19 H -4.09437 0.05749 2.74878
20 C 3.34883 -0.80251 -0.01703
21 H -2.10426 -2.35258 -1.60139
22 C 1.84440 0.95792 3.64097
23 H 3.55939 0.08579 0.56010
24 H 5.22381 -1.72337 0.40071
25 H 4.68953 -3.73636 -0.99508
26 H -1.31858 3.30870 0.38000
27 N -1.10543 -0.50835 -2.84915
28 C 2.09430 3.18892 -0.28957
29 C -1.93344 2.95696 1.20281
30 H 0.61158 -2.91242 0.38098
31 Si -1.67217 -1.93506 0.87659
32 H -2.85413 0.42427 -4.32069
33 C 3.45332 2.91409 -2.66394
34 H -2.36989 -2.20700 3.29357
35 H -2.88977 1.07000 3.55123
36 F 3.16159 5.26436 0.05600
37 C -0.11876 -2.95023 1.18511
38 C 2.56278 1.95197 -2.22431
39 C 0.68106 0.44220 4.21609
40 C 0.65646 -1.80562 -2.19634
41 N -2.55938 1.07146 -3.60843
42 C -1.19508 -0.08258 0.91909
43 C 3.98539 -2.92130 -0.90152
44 H -3.70649 1.75376 -1.12731
45 C 1.91866 1.06389 2.27531
46 H 2.52728 -3.79552 -2.21071
47 C 4.28118 -1.81514 -0.11800
48 Pt 0.45737 0.51089 -0.52005
49 H -3.04844 -3.42322 2.22590
50 H -0.62926 -2.61544 -3.69733
51 C 1.87604 2.04024 -1.02548
52 H -3.89480 0.03894 -0.78781
53 C 2.97813 4.18147 -0.69374
54 C -0.37787 0.06531 3.41540
55 C -0.24584 0.19974 2.03337
56 H 0.60969 0.34577 5.29131
57 H -2.66861 -3.62803 -0.51682
58 C -1.54198 0.71990 -2.80734
59 F 4.10058 2.77183 -3.81657
60 H 0.19587 -3.81178 -2.68222
61 H -1.34478 3.05376 2.11869
62 N 0.89559 0.67111 1.50551
63 N 2.17512 -0.84200 -0.64499
64 H -4.86946 1.21839 0.08270
65 C 2.78252 -2.95824 -1.57949
66 H 1.09074 -2.95581 -3.94035
67 C -3.87773 1.03029 -0.33332
68 H -2.83878 2.03288 -3.68863
69 C -2.81396 -2.35813 2.30947
70 H -2.78152 3.64092 1.29056
71 H -4.25189 1.80361 2.73537

Calculated values
net charge: +1
HOMO energy: -10.90 eV
strongest force on any atom: 1.1 eV/Å
energy relative to the best compared isomer or geometry (same formula, charge and spin): 0.768 eV
electronic energy: -2878.762978 Ha

C25H23BNO | ωB97M-V with the def2-TZVPD basis set

Cartesian coordinates (Å):
1 C -0.53336 2.51213 1.83260
2 H -6.30211 -0.00623 2.45900
3 H -2.39634 -1.72205 3.14116
4 H 4.74550 -1.04164 -3.78666
5 H 2.86888 -3.60933 2.24094
6 H 0.90310 -0.00534 -1.03251
7 C 1.84230 3.06766 1.99117
8 N -0.23301 0.01372 -2.76395
9 H 3.22214 1.36970 1.99053
10 H 4.80459 0.74391 -3.79779
11 C -4.63708 0.98321 1.47206
12 C 2.03556 -2.91214 2.11650
13 C 1.18447 0.77562 1.71213
14 C -5.22055 -0.00389 2.28030
15 C -3.03941 -1.00840 2.62867
16 H 2.62629 3.82426 2.07065
17 B -1.55670 0.04231 -1.90409
18 C 4.61133 -0.14730 -4.40701
19 C -0.12025 -1.16899 1.67419
20 C 0.94944 -0.02896 -4.85479
21 C 2.17910 -0.05612 -2.77542
22 H 3.29911 -1.12325 2.09804
23 C -4.41206 -0.98925 2.86496
24 H -1.19455 0.04132 -4.61805
25 C -1.01154 -0.02792 1.56037
26 C 2.29448 -1.53977 2.00529
27 H -2.23765 -0.92099 -2.15822
28 C 1.23045 -0.67965 1.75765
29 H 0.23364 4.50725 2.13145
30 H -5.25224 1.77062 1.03628
31 H -1.57758 2.79753 1.92144
32 C -3.26359 0.96542 1.22800
33 H -2.80905 1.73279 0.60127
34 C 2.19766 -0.06549 -4.19117
35 H 3.08092 -0.08219 -2.16511
36 H 5.28651 -0.17509 -5.25929
37 C -0.19533 1.17347 1.61448
38 C 0.96217 -0.01464 -2.12467
39 O 3.29814 -0.10737 -4.98690
40 H -2.14773 1.08028 -2.08497
41 C -2.44388 -0.04178 1.78328
42 C 0.71188 -3.39573 2.08825
43 H 0.52912 -4.45957 2.25721
44 H 0.91942 -0.03496 -5.93577
45 C -0.36578 -2.53430 1.84083
46 C 0.48850 3.45363 1.99921
47 C 2.19062 1.71185 1.91220
48 C -0.21861 0.01136 -4.12644
49 H -4.85063 -1.75365 3.50619
50 H -1.38777 -2.90312 1.81425
51 H -1.28851 -0.01893 -0.65778

Calculated values
net charge: +1
HOMO energy: -11.73 eV
strongest force on any atom: 1.5 eV/Å
energy relative to the best compared isomer or geometry (same formula, charge and spin): 0.000 eV
electronic energy: -1121.037643 Ha

C3H20O7 | ωB97M-V with the def2-TZVPD basis set

Cartesian coordinates (Å):
1 H -5.77619 24.38405 26.83138
2 O -10.35569 21.12666 25.28346
3 C -8.35777 23.24865 27.20033
4 O -12.47016 21.91229 26.98087
5 H -7.76087 25.94515 25.56735
6 H -8.12901 22.76597 26.25018
7 H -14.19045 19.89310 25.67673
8 H -12.19450 22.73240 26.57140
9 H -9.44496 23.17048 27.19851
10 C -7.93354 24.74454 27.04809
11 O -11.62264 24.32875 25.80963
12 H -12.99511 21.98003 30.23601
13 O -13.41654 19.43475 25.34930
14 O -8.32420 25.19843 25.78338
15 H -6.27118 26.03600 27.18799
16 H -12.68772 20.02294 25.54699
17 H -8.52230 25.33203 27.75260
18 C -6.49045 24.98780 27.39121
19 H -12.27063 19.59073 28.67277
20 H -6.29785 24.86699 28.45723
21 H -11.62337 19.53984 30.04039
22 H -7.84775 22.68940 27.98468
23 H -12.46448 22.09901 27.91966
24 H -11.14238 21.05181 25.82360
25 H -11.64988 24.68726 24.92253
26 H -14.48850 21.86309 30.01688
27 H -11.00920 24.89458 26.27842
28 O -12.19369 20.07904 29.49244
29 H -9.64115 21.22584 25.91260
30 O -13.82918 22.38434 30.47495

Calculated values
net charge: +1
HOMO energy (spin up / spin down): -13.16 / -13.16 eV
expectation value of S²: 0.754
strongest force on any atom: 3.6 eV/Å
multiplicity: 2
energy relative to the best compared isomer or geometry (same formula, charge and spin): 0.083 eV
electronic energy: -652.568958 Ha